This record from the OMol25 dataset describes 2 unconnected molecules or ions with the total composition C26H25N3O in a non-equilibrium geometry. The level of theory is the ωB97M-V functional and the def2-TZVPD basis.

The energy relative to the best compared isomer or geometry (same formula, charge and spin) is 52.85 kcal per mole. The value obtained for the molecular weight is 395.51 g/mol. Its multiplicity is 1. The value obtained for the strongest force on any atom is 1.65 eV Å⁻¹. The LUMO energy comes out at -1.593 eV. For the HOMO energy, the calculation gives -6.06 eV. The HOMO-LUMO gap is 4.47 eV.

XYZ file:
```
55
Properties=species:S:1:pos:R:3:forces:R:3:lowdin_charge:R:1
C -3.2047 -1.5865 1.2578 0.1 -0.4 -0.2 0.019
C -2.8055 -0.2872 1.8289 -0.1 0.5 0.5 -0.159
N -3.7164 0.6569 2.1677 0.4 -0.5 -0.4 -0.028
C -5.1579 0.5133 2.0328 -0.2 -0.1 -0.1 0.010
C -3.0755 1.7814 2.7035 0.7 0.1 0.3 -0.148
C -1.6837 1.4996 2.7406 -0.8 0.3 -0.1 -0.105
C -0.8435 2.4047 3.3751 0.0 0.5 0.2 -0.015
C -1.3726 3.6070 3.8653 -0.1 -0.4 -0.1 -0.064
C -2.7433 3.8927 3.7623 0.0 -0.4 -0.3 -0.076
C -3.6273 2.9643 3.1877 0.3 0.1 0.1 -0.008
C -1.4950 0.1801 2.1407 0.1 0.5 -0.1 -0.077
C -0.2936 -0.5265 1.9845 -0.2 -0.3 0.2 0.126
C 1.0149 -0.0124 2.0894 0.5 0.1 -0.1 -0.084
C 2.1131 -0.6574 2.7304 -0.1 0.8 -0.3 -0.154
C 2.1216 -1.9564 3.4114 -0.2 -0.6 0.2 0.009
N 3.1623 0.2027 2.7946 -0.5 -0.3 -0.1 -0.028
C 4.3936 -0.0628 3.5171 0.1 -0.2 0.1 0.008
C 2.8455 1.4052 2.1504 -0.6 -0.1 -0.4 -0.150
C 1.5188 1.2775 1.6504 0.6 0.3 0.7 -0.140
C 0.9722 2.3121 0.9030 0.2 0.3 -0.2 -0.030
C 1.7304 3.4743 0.7118 -0.1 -0.3 0.1 -0.073
C 3.0205 3.6066 1.2556 -0.1 -0.6 0.2 -0.076
C 3.6093 2.5527 1.9775 -0.3 0.2 -0.3 -0.007
H -2.2998 -2.1739 1.0916 -0.2 -0.2 -0.1 0.082
H -3.8615 -2.1530 1.9343 0.2 0.2 -0.1 0.106
H -3.7303 -1.4769 0.2986 0.1 0.1 0.2 0.104
H -5.6327 1.4215 2.4075 0.1 -0.2 -0.1 0.081
H -5.4462 0.3713 0.9822 0.1 0.1 0.3 0.105
H -5.5300 -0.3446 2.6114 0.2 0.3 -0.1 0.106
H 0.2134 2.1742 3.4743 -0.3 0.2 0.1 0.111
H -0.7008 4.3274 4.3314 -0.2 -0.2 -0.1 0.106
H -3.1166 4.8384 4.1446 0.0 -0.2 -0.1 0.103
H -4.7007 3.1484 3.1170 0.4 0.1 0.1 0.103
H -0.3690 -1.6006 1.8224 0.1 -0.4 0.1 0.095
H 1.1639 -2.4406 3.2072 0.2 -0.3 0.0 0.067
H 2.9046 -2.6349 3.0434 -0.1 0.3 0.0 0.111
H 2.2468 -1.8404 4.4988 0.0 0.0 -0.2 0.102
H 5.0516 0.7994 3.4108 0.0 -0.2 0.0 0.081
H 4.1902 -0.2251 4.5843 0.0 0.1 -0.3 0.103
H 4.8959 -0.9551 3.1235 -0.1 0.3 0.0 0.107
H -0.0233 2.1863 0.4717 0.3 0.3 0.1 0.124
H 1.3094 4.2929 0.1281 0.1 -0.2 0.2 0.104
H 3.5721 4.5270 1.0947 0.0 -0.1 0.0 0.100
H 4.6213 2.6076 2.3761 -0.2 0.2 -0.2 0.103
O 0.1432 -3.6811 1.6278 -0.7 0.8 0.2 -0.154
C 0.8464 -4.5433 1.0298 1.1 -1.1 -0.6 -0.487
C 1.7343 -4.2231 -0.0783 -0.1 -0.4 0.5 -0.052
C 2.6318 -5.1661 -0.5613 -0.8 -0.2 0.7 -0.217
N 2.6818 -6.4203 -0.0892 0.7 -0.6 -0.3 -0.026
C 1.8267 -6.8064 0.8716 -0.4 1.0 -0.2 -0.212
C 0.8909 -5.9460 1.4300 0.3 0.6 -0.3 -0.044
H 1.7252 -3.2230 -0.4945 -0.1 0.1 0.1 0.076
H 3.3435 -4.9092 -1.3595 -0.3 -0.1 0.3 0.088
H 1.8867 -7.8519 1.2129 0.0 0.5 -0.2 0.090
H 0.2055 -6.2907 2.1990 0.1 0.1 0.0 0.082
```
Forces are in eV/Å.

This record from the OMol25 dataset describes a single C3H3Br molecule in a non-equilibrium geometry. The level of theory is the ωB97M-V functional and the def2-TZVPD basis.

The energy relative to the best compared isomer or geometry (same formula, charge and spin) is 29.44 kcal per mole. The SMILES is C=C=CBr. The value obtained for the molecular weight is 118.96 g/mol. Its multiplicity is 1. The value obtained for the strongest force on any atom is 4.72 eV Å⁻¹. The LUMO energy comes out at 0.544 eV. For the HOMO energy, the calculation gives -8.93 eV. The HOMO-LUMO gap is 9.48 eV.

XYZ file:
```
7
Properties=species:S:1:pos:R:3:forces:R:3:lowdin_charge:R:1
C -0.2357 -0.1172 0.3278 -3.7 2.2 -1.8 -0.247
C 0.7790 -0.8316 -0.0592 -0.3 0.0 1.6 -0.035
C -1.3315 0.6393 0.0228 3.3 1.4 1.0 -0.688
Br -3.0405 -0.0435 -0.0313 -0.8 -0.4 -0.3 0.681
H 1.1618 -1.4837 0.8277 0.6 1.0 -2.6 0.103
H 0.9053 -0.4816 -1.1356 1.0 -1.9 1.3 0.105
H -1.2737 1.7925 -0.1152 -0.1 -2.2 0.7 0.082
```
Forces are in eV/Å.

This record from the OMol25 dataset describes a single C4H11N3O molecule in a non-equilibrium geometry. The level of theory is the ωB97M-V functional and the def2-TZVPD basis.

The energy relative to the best compared isomer or geometry (same formula, charge and spin) is 46.70 kcal per mole. The SMILES is CNCCNC(N)=O. The value obtained for the molecular weight is 117.15 g/mol. Its multiplicity is 1. The value obtained for the strongest force on any atom is 6.59 eV Å⁻¹. The LUMO energy comes out at 0.840 eV. For the HOMO energy, the calculation gives -9.22 eV. The HOMO-LUMO gap is 10.06 eV.

XYZ file:
```
19
Properties=species:S:1:pos:R:3:forces:R:3:lowdin_charge:R:1
C -0.5541 -0.4558 0.4410 0.0 -6.5 -1.0 -0.190
N -0.3826 -1.2243 -0.8505 0.0 0.1 -0.8 0.053
C -1.0241 -0.9488 -2.0314 -0.9 1.3 0.0 -0.626
N -2.0720 0.0208 -1.9975 0.4 1.7 -2.2 0.109
O -0.7149 -1.3800 -3.1063 1.0 -1.2 -0.9 0.042
C 0.7577 -0.5388 1.1289 2.0 -0.8 0.6 -0.272
N 1.6816 0.5458 0.6494 1.2 -0.4 2.2 -0.138
C 1.3223 1.8582 1.3399 0.4 -1.7 -1.7 -0.118
H -1.3098 -1.1375 0.9569 0.8 1.4 0.1 0.137
H -0.9234 0.4760 0.3069 -1.1 2.8 -0.7 0.061
H 0.3319 -2.0025 -0.9367 -1.3 1.7 0.3 0.161
H -2.4701 0.3684 -2.9414 1.8 -1.3 1.7 0.138
H -2.8851 -0.1805 -1.5175 -1.5 -0.8 2.0 0.038
H 0.4877 -0.4351 2.2185 0.9 -0.3 -0.6 0.109
H 1.2786 -1.6069 0.8979 -1.3 2.5 0.9 0.154
H 2.6746 0.3477 1.0378 -2.2 0.0 -1.0 0.122
H 0.3665 2.1754 0.8579 1.0 0.5 0.6 0.080
H 1.2013 1.6671 2.4011 -0.2 0.3 0.3 0.058
H 2.2338 2.4510 1.1451 -1.0 0.5 0.1 0.080
```
Forces are in eV/Å.

This record from the OMol25 dataset describes a single C25H25ClN2O5S molecule. The level of theory is the ωB97M-V functional and the def2-TZVPD basis.

The energy relative to the best compared isomer or geometry (same formula, charge and spin) is 0.35 kcal per mole. The SMILES is COc1ccc(Cl)cc1NC(=S)N(Cc1ccc(C(=O)O)cc1)Cc1ccc(OC)c(OC)c1. The value obtained for the molecular weight is 501.00 g/mol. Its multiplicity is 1. The value obtained for the strongest force on any atom is 0.83 eV Å⁻¹. The LUMO energy comes out at 0.389 eV. For the HOMO energy, the calculation gives -8.03 eV. The HOMO-LUMO gap is 8.42 eV.

XYZ file:
```
59
Properties=species:S:1:pos:R:3:forces:R:3:lowdin_charge:R:1
C 1.8315 -3.5622 -1.7152 0.2 -0.1 -0.2 -0.059
H 2.2984 -2.8407 -2.3827 0.0 -0.1 0.0 0.081
O 0.9502 -2.8226 -0.9018 -0.4 0.0 0.4 -0.092
C 0.2052 -3.5037 0.0293 -0.1 0.2 0.0 -0.197
C 0.2791 -4.8660 0.2591 0.1 0.1 -0.1 -0.019
C -0.5077 -5.4624 1.2343 -0.1 0.1 0.1 -0.109
C -1.3588 -4.6803 1.9890 0.3 0.1 -0.3 -0.675
C -1.4492 -3.3125 1.7815 0.1 -0.1 0.0 -0.081
C -0.6851 -2.7159 0.7912 0.1 -0.6 0.0 -0.169
N -0.6808 -1.3472 0.5358 0.5 0.6 -0.3 0.102
C -1.7025 -0.4524 0.6506 -0.2 -0.1 0.0 -0.754
N -1.3767 0.8375 0.3833 0.2 -0.1 0.0 -0.127
C -2.3682 1.8902 0.4487 -0.3 0.1 0.0 -0.163
C -2.1395 2.7973 1.6264 0.1 0.2 0.0 -0.199
C -2.0737 4.1766 1.4661 -0.1 -0.2 -0.1 -0.025
C -1.8570 5.0027 2.5517 0.0 0.0 0.3 -0.007
C -1.6929 4.4517 3.8197 -0.1 -0.1 -0.3 -0.139
C -1.7597 3.0684 3.9851 0.0 0.2 0.1 0.009
C -1.9826 2.2512 2.8977 0.0 0.0 -0.1 -0.007
H -2.0477 1.1812 3.0254 0.0 -0.1 0.0 0.106
H -1.6375 2.6594 4.9764 0.0 0.0 0.1 0.122
C -1.4488 5.2947 5.0076 0.1 0.0 0.6 -0.490
O -1.2582 4.8746 6.1223 0.0 0.0 -0.1 0.106
O -1.4532 6.6124 4.7397 -0.1 0.4 -0.3 0.103
H -1.2941 7.1085 5.5575 0.0 -0.3 0.0 0.132
H -1.8089 6.0729 2.4255 0.0 0.1 0.0 0.116
H -2.1995 4.6070 0.4825 0.0 0.0 -0.1 0.113
H -3.3452 1.4020 0.5450 0.2 0.2 -0.1 0.058
H -2.3486 2.4632 -0.4841 0.0 0.0 0.0 0.128
C -0.0077 1.2484 0.1389 0.2 0.0 -0.1 -0.096
C 0.5504 0.7088 -1.1600 0.0 0.1 -0.2 -0.231
C -0.2540 0.5576 -2.2734 0.1 0.0 0.3 -0.024
C 0.2639 0.0378 -3.4511 0.2 -0.1 -0.2 0.005
C 1.5935 -0.3341 -3.5332 0.2 0.0 0.0 -0.211
C 2.4277 -0.1662 -2.4033 0.0 0.0 -0.2 -0.213
C 1.8958 0.3490 -1.2368 0.1 0.0 -0.1 0.024
H 2.5161 0.4729 -0.3628 0.1 0.0 0.1 0.117
O 3.7186 -0.5650 -2.5660 -0.4 0.0 -0.3 -0.070
C 4.5994 -0.4422 -1.4769 0.2 0.0 0.2 -0.076
H 4.7122 0.6011 -1.1645 0.0 0.0 0.0 0.099
H 4.2703 -1.0443 -0.6233 0.0 0.0 0.0 0.097
H 5.5580 -0.8158 -1.8326 0.0 0.0 0.1 0.097
O 2.1945 -0.8781 -4.6256 0.1 0.1 0.4 -0.067
C 1.4222 -1.0720 -5.7850 -0.2 0.0 -0.2 -0.079
H 2.0988 -1.5092 -6.5173 -0.1 0.0 0.0 0.095
H 0.5902 -1.7606 -5.6041 0.0 0.0 0.0 0.098
H 1.0327 -0.1253 -6.1730 0.0 0.0 0.0 0.098
H -0.3905 -0.0795 -4.2992 0.0 0.0 -0.1 0.108
H -1.2985 0.8239 -2.2297 -0.1 0.0 0.0 0.118
H 0.6312 0.9373 0.9752 0.0 0.1 -0.1 0.139
H -0.0006 2.3418 0.1145 0.0 -0.1 0.1 0.138
S -3.2495 -0.8878 1.0564 -0.6 -0.2 0.2 0.725
H 0.0840 -1.0791 -0.0755 -0.1 0.0 0.1 0.109
H -2.1185 -2.7195 2.3804 0.0 0.0 0.0 0.053
Cl -2.3221 -5.4070 3.2236 -0.2 -0.1 0.2 0.672
H -0.4483 -6.5254 1.4020 0.0 -0.1 0.0 0.104
H 0.9444 -5.4867 -0.3185 0.1 0.0 -0.1 0.105
H 1.2939 -4.3079 -2.3082 0.0 0.0 0.0 0.103
H 2.6036 -4.0584 -1.1186 0.0 0.0 0.0 0.102
```
Forces are in eV/Å.